Density functional theory data (the ωB97M-V functional and the def2-TZVPD basis) for C4H6O2 as an isolated structure.

Summary:
Highest occupied orbital energy (Eh): -0.3573
Kohn-Sham gap (eV): 10.6196
2S+1: 1
Energy (hartree): -306.436172

```
12
Properties=species:S:1:pos:R:3:forces:R:3
O 2.498880 -0.638236 -0.105046 -0.3269 0.3311 0.3122
C 1.756081 0.066382 0.534830 0.2351 -0.1972 -0.2593
C 0.431007 0.568416 0.010488 0.2370 0.0466 -0.1479
C -0.405622 -0.402323 -0.828613 -0.0046 -0.0947 -0.1070
C -1.478710 -0.136858 0.236373 -0.3536 -0.1644 -0.0933
O -0.555957 0.613999 1.050282 0.0180 0.0778 0.1350
H 1.997958 0.393649 1.567657 -0.0062 -0.0551 -0.0864
H 0.581307 1.558417 -0.449381 0.0325 -0.1215 0.0748
H -0.000485 -1.416640 -0.828633 -0.0612 0.1557 -0.0123
H -0.637927 -0.097407 -1.850000 0.0458 -0.0276 0.1785
H -1.880635 -1.007252 0.765237 0.0792 0.1424 -0.0439
H -2.305901 0.497852 -0.103195 0.1049 -0.0931 0.0495
```
Positions in Å, forces in eV/Å.

***

Density functional theory data (the ωB97M-V functional and the def2-TZVPD basis) for C10H11Br2O3SW as an isolated structure at a distorted geometry.

Summary:
Highest occupied orbital energy (Eh): -0.4666
Kohn-Sham gap (eV): 7.4514
2S+1: 1
Energy (hartree): -6226.482359
Net charge: +1

```
28
Properties=species:S:1:pos:R:3:forces:R:3
W -1.631464 -2.481766 0.049038 -0.3184 0.5594 0.8265
C 0.573811 4.870535 -0.146568 -0.0544 -0.1111 -0.0134
O -0.375849 3.792215 -0.204761 0.0061 0.1289 0.0002
C 0.046917 2.544386 -0.157760 0.0032 -0.0034 0.0111
C 1.405485 2.175838 -0.049014 -0.0477 0.0132 -0.0409
C 1.724794 0.853533 -0.000814 -0.0177 -0.0478 0.0398
C 0.752916 -0.183864 -0.050773 -0.0018 0.2325 0.0124
C 1.173462 -1.527821 0.024775 -0.1932 0.0829 -0.0153
C 2.571718 -2.019636 0.128237 0.1274 0.1452 -0.0003
O 0.314342 -2.477866 0.015933 0.5090 -0.2895 -0.6923
C -0.623352 0.233097 -0.193316 -0.0482 -0.2387 0.0657
O -1.669588 -0.605177 -0.339663 -0.0301 0.0252 -0.5507
C -0.947657 1.564867 -0.228839 0.1107 0.1370 -0.0046
H -0.017352 5.775999 -0.210110 -0.0112 0.0175 0.0036
H 1.260462 4.816805 -0.990190 0.0111 0.0072 -0.0101
H 1.117604 4.846657 0.796633 0.0094 0.0053 0.0142
H 2.184782 2.920311 -0.009658 -0.0048 0.0062 0.0219
H 2.767870 0.592860 0.090012 -0.0165 -0.0102 -0.0011
H 3.318970 -1.237695 0.160026 0.0176 -0.0287 -0.0085
H 2.768506 -2.670065 -0.725272 -0.0236 -0.0219 0.0039
H 2.651135 -2.629218 1.029565 -0.0137 -0.0228 -0.0110
H -1.982182 1.857817 -0.331714 -0.0015 0.0118 -0.0131
Br -4.287120 -2.465597 -0.025627 0.1012 0.0802 -0.1717
C -3.125670 -3.989184 0.422197 -0.9444 0.2169 -0.4393
Br -1.621980 -3.289995 -2.295826 0.1726 -0.3907 -0.0506
H -3.349488 -4.755363 -0.311423 0.2329 -0.0485 -0.0708
H -3.404230 -4.264069 1.428440 0.2068 -0.1379 0.0658
S -1.596844 -2.247591 2.126471 0.2190 -0.3184 1.0287
```
Positions in Å, forces in eV/Å.

***

Density functional theory data (the ωB97M-V functional and the def2-TZVPD basis) for C21H25BN12O3STi as an isolated structure.

Summary:
Highest occupied orbital energy (Eh): -0.4907
Kohn-Sham gap (eV): 5.8106
2S+1: 1
Energy (hartree): -2970.120598
Net charge: +2

```
64
Properties=species:S:1:pos:R:3:forces:R:3
Ti 0.002772 2.588445 -0.026033 -0.3852 -0.4060 -0.1112
C 4.152673 3.696252 0.089324 -0.0097 -0.0138 0.0070
C 2.819100 4.051083 0.063502 -0.0650 0.0562 0.0036
N 2.047385 2.950620 0.090623 -0.0515 -0.1533 -0.0941
N 2.891468 1.874950 0.125944 -0.0282 -0.0130 0.0536
C 4.155895 2.309024 0.125069 0.0319 -0.0201 -0.0034
B 2.220301 0.478615 0.125383 0.0197 0.0244 -0.0116
N 1.293608 0.463372 1.396000 0.0780 0.1763 0.0188
C 1.360787 -0.302183 2.485378 0.0178 -0.0330 -0.0144
C 0.456128 0.163557 3.431084 0.0265 -0.0269 -0.0192
C -0.146289 1.251173 2.835708 -0.0739 0.0596 0.0120
N 0.368692 1.442449 1.611219 -0.0049 -0.2179 -0.2799
N 1.372478 0.434833 -1.217272 0.0742 0.1356 0.0102
C 1.566482 -0.360507 -2.268970 -0.0008 -0.0361 0.0409
C 0.774236 0.072960 -3.326579 0.0178 -0.0101 0.0113
C 0.109435 1.179685 -2.842286 -0.0832 0.0386 -0.0100
N 0.476713 1.401314 -1.570884 0.0285 -0.0376 0.3269
N 3.117712 -0.707298 0.147163 0.0297 0.0102 -0.0125
C 2.728741 -2.015460 0.205824 -0.0019 -0.0461 -0.0125
C 3.832682 -2.786334 -0.032434 -0.0246 0.0157 0.0063
C 4.871833 -1.853947 -0.245188 0.0361 0.0141 0.0126
N 4.440532 -0.613827 -0.147373 -0.0187 -0.0174 -0.0140
H 5.007193 4.348778 0.080334 -0.0044 0.0043 0.0008
H 2.373950 5.032361 0.028447 0.0253 0.0088 -0.0050
H 4.960429 1.593403 0.133517 0.0041 0.0107 0.0040
H 2.053648 -1.125109 2.532514 -0.0014 0.0065 0.0289
H 0.279975 -0.232851 4.414999 -0.0038 0.0068 0.0011
H -0.904430 1.916051 3.217529 -0.0034 -0.0082 0.0016
H 2.268213 -1.176869 -2.208171 -0.0140 -0.0065 -0.0319
H 0.712019 -0.349610 -4.313628 0.0031 0.0001 0.0020
H -0.599721 1.831593 -3.326124 0.0007 -0.0076 -0.0070
H 1.698258 -2.281913 0.391417 0.0012 0.0042 -0.0022
H 3.897551 -3.860314 -0.046041 -0.0066 0.0024 0.0006
H 5.911075 -2.044196 -0.460132 -0.0018 -0.0019 0.0016
O -0.497890 5.666702 0.597963 0.0188 -0.0133 -0.0201
N -0.291146 4.582985 0.188190 0.0313 0.3842 0.0219
O -0.269593 4.292690 -1.073703 0.0613 -0.0036 0.0805
S -1.492489 -1.067774 0.011445 0.0219 0.0334 0.0623
C -1.397465 -2.770367 -0.021553 0.0231 -0.0334 -0.0811
N -1.670451 -3.507260 1.057332 -0.0110 0.0561 0.0164
C -1.672516 -4.970236 1.078182 -0.0229 0.0259 0.0106
C -0.660759 -5.480703 0.068551 0.0212 -0.0068 0.0092
C -0.948548 -4.858557 -1.285638 -0.0204 0.0278 -0.0107
N -1.020928 -3.404710 -1.137642 -0.0055 0.0675 0.0249
H -1.971765 -2.990758 1.866277 -0.0010 -0.0285 0.0110
H -2.672659 -5.342466 0.842876 0.0048 -0.0125 0.0007
H -1.424652 -5.293287 2.087281 0.0151 -0.0089 -0.0045
H -0.712699 -6.565765 0.001293 -0.0180 0.0000 -0.0093
H 0.348100 -5.215036 0.392192 -0.0001 -0.0016 -0.0013
H -1.889840 -5.237275 -1.691263 0.0032 -0.0122 0.0019
H -0.160412 -5.086442 -2.001171 0.0048 -0.0097 0.0083
H -0.891328 -2.808809 -1.938475 0.0029 -0.0410 -0.0124
O -1.829414 2.289727 0.068070 0.1187 0.0428 0.0119
N -3.160955 2.426939 0.010993 0.1628 0.0583 -0.0155
C -3.662460 3.538002 -0.561814 -0.0352 -0.0783 0.0359
C -5.025805 3.695433 -0.618550 0.0531 0.0281 -0.0190
C -5.847459 2.705424 -0.091443 -0.0487 0.0318 -0.0075
C -5.285329 1.574069 0.477934 0.0875 -0.0889 0.0414
C -3.913652 1.441068 0.524713 0.0008 0.0494 -0.0483
H -2.936691 4.237533 -0.949124 -0.0265 0.0255 -0.0130
H -5.430107 4.587113 -1.074800 -0.0131 -0.0035 0.0018
H -6.922367 2.818204 -0.129856 0.0019 -0.0034 0.0003
H -5.895291 0.782604 0.888034 -0.0137 0.0081 -0.0062
H -3.364948 0.590861 0.913825 -0.0289 -0.0119 -0.0051
```
Positions in Å, forces in eV/Å.

***

Density functional theory data (the ωB97M-V functional and the def2-TZVPD basis) for a 7-piece molecular cluster, C44H58F5N7O2P overall.

Summary:
Highest occupied orbital energy (Eh): -0.1660
Kohn-Sham gap (eV): 6.1673
2S+1: 1
Energy (hartree): -3085.829466
Net charge: -1

```
117
Properties=species:S:1:pos:R:3:forces:R:3
C -0.804196 -0.749790 -0.923017 0.0571 0.0185 0.2341
C -0.419588 -0.858293 0.561068 -0.2178 -0.3033 -0.0353
C 0.660414 -1.942307 0.679264 0.0672 0.3947 -0.3596
C -1.686840 -1.166033 1.392914 -0.0789 0.3914 -0.0818
C -1.808703 -0.388981 2.715299 -0.1946 -0.5640 -0.0571
C -3.248836 -0.469313 3.241536 0.3890 0.5570 0.1860
C -0.809010 -0.889348 3.787703 -0.4918 0.0540 0.0835
O -0.104944 0.154220 4.392310 -0.0228 -0.0094 -0.3371
P 1.625820 0.031984 4.623633 0.6452 -0.4050 -0.0595
C 1.373380 -1.438448 5.852862 0.1804 -0.3365 -0.0973
C 2.655611 -2.002086 6.422743 -0.0669 0.0088 -0.1332
F 3.418808 -2.609324 5.394894 -0.0979 0.0622 0.1441
C 1.982591 1.448127 3.348171 0.0127 0.1507 -0.3009
C 0.926655 2.463107 2.882967 0.1061 0.1171 -0.2388
C 0.917274 3.782527 3.610680 0.3630 0.1347 0.2101
N -0.366997 4.287868 4.035617 -0.0882 0.2490 -0.2166
O 1.911634 4.459862 3.733486 -0.2089 -0.0170 -0.2385
C 1.424543 1.317613 6.105503 -0.3778 -0.1770 0.2913
F 1.926835 0.814362 7.303951 0.1131 0.0891 -0.1631
F 2.147758 2.468754 5.886706 -0.0770 0.0071 0.0255
C -0.001137 1.765239 6.441497 0.1512 0.4222 0.1149
F 0.030718 2.809659 7.358030 0.0399 -0.0288 0.0222
F -0.688896 0.771418 7.045620 -0.0853 -0.0518 0.0303
H -1.323379 -1.669431 -1.213135 0.0151 0.0373 -0.0850
H 0.083240 -0.648033 -1.555060 -0.0571 0.0635 -0.0075
H -1.475813 0.095092 -1.099291 0.0469 -0.0233 -0.0509
H -0.031306 0.110087 0.894900 0.0948 -0.0707 0.0200
H 1.598306 -1.558301 0.262114 0.0086 -0.0682 0.0857
H 0.357013 -2.791299 0.058836 0.0378 -0.1046 0.3111
H 0.857005 -2.256930 1.701425 -0.0177 -0.0240 -0.0239
H -1.779103 -2.244805 1.571077 0.0608 0.0086 0.0176
H -2.558488 -0.883657 0.787505 0.0136 -0.0880 0.0129
H -1.603199 0.662393 2.500791 0.1454 -0.0241 0.0374
H -3.974604 -0.240735 2.461731 -0.0729 -0.1590 0.0396
H -3.381056 0.285436 4.025432 -0.0430 -0.1216 0.0135
H -3.459990 -1.438128 3.698662 -0.0969 -0.0821 -0.2235
H -1.397722 -1.420830 4.553763 0.0902 -0.0075 0.0287
H -0.150553 -1.644258 3.349283 0.2179 0.1560 0.0106
H 1.783877 -0.937996 3.555330 -0.1650 0.0593 -0.0163
H 3.055721 0.005011 4.882464 -0.0788 0.1297 0.1240
H 0.691076 -1.204347 6.673083 0.0525 0.0833 0.0203
H 0.916544 -2.276072 5.307985 -0.0987 0.2070 -0.0878
H 3.290375 -1.233061 6.867700 -0.0200 -0.0409 -0.0083
H 2.462695 -2.800068 7.148960 0.0657 0.0825 0.0483
H 2.877375 2.020143 3.608964 -0.0594 -0.0997 0.2186
H 2.276356 0.869799 2.462651 -0.0928 -0.0762 0.0957
H 1.205877 2.803227 1.871655 -0.0364 -0.0999 0.0233
H -0.075743 2.056762 2.785353 0.0064 -0.0748 0.2962
H -0.453344 4.178967 5.042848 -0.0594 -0.2276 0.0095
H -0.316917 5.293852 3.892529 0.0602 0.0139 0.1893
H -0.550072 2.128388 5.577946 -0.0241 -0.1968 -0.0933
N -0.054996 -4.899112 -1.114599 -0.0802 -0.0884 -0.0200
C -1.094134 -5.551590 -1.628568 0.0012 0.0276 -0.0038
C -0.992024 -6.430195 -2.697081 0.0164 0.0261 -0.0370
C 0.255756 -6.632890 -3.266322 -0.0083 -0.0065 0.0047
C 1.345675 -5.960909 -2.739803 0.0092 -0.0786 0.0215
C 1.138404 -5.112590 -1.662549 0.0215 0.0414 0.0463
H -2.054567 -5.352272 -1.164708 -0.0061 -0.0278 -0.0033
H -1.871386 -6.931980 -3.078141 -0.0089 0.0023 0.0057
H 0.375175 -7.297358 -4.112527 0.0019 -0.0016 -0.0028
H 2.332929 -6.075825 -3.162276 0.0090 0.0304 -0.0100
H 1.963027 -4.559217 -1.225020 0.0142 -0.0147 -0.0116
N 1.805665 -3.570444 -4.997342 -0.0374 0.0335 -0.0473
C 0.812967 -2.923918 -4.390272 0.0091 -0.0333 0.0335
C 0.239125 -1.761034 -4.884613 -0.0146 0.0518 -0.0293
C 0.714511 -1.238280 -6.075993 0.0309 -0.0726 0.0835
C 1.748139 -1.899660 -6.721857 0.0248 -0.0761 0.1306
C 2.252996 -3.053039 -6.141253 0.0464 -0.0168 0.0073
H 0.462130 -3.354462 -3.459096 -0.0310 0.0243 0.0033
H -0.562040 -1.279979 -4.339616 0.0063 -0.0060 0.0278
H 0.291243 -0.337010 -6.496124 0.0003 -0.0095 -0.0506
H 2.148060 -1.527456 -7.652384 -0.0222 0.0121 -0.0324
H 3.063125 -3.596774 -6.617052 0.0065 0.0231 -0.0201
N 5.044534 3.857267 10.550857 -0.0146 -0.0149 -0.0093
C 4.582399 3.574297 9.332121 0.0295 0.0163 0.0594
C 3.330258 3.029567 9.086025 0.0513 0.0790 -0.0040
C 2.509883 2.760024 10.167735 -0.0533 -0.0256 0.0157
C 2.974150 3.044817 11.442991 -0.0009 0.0017 -0.0228
C 4.241301 3.591132 11.578624 0.0283 0.0126 0.0049
H 5.253944 3.794792 8.509806 -0.0231 -0.0020 -0.0235
H 3.005296 2.824290 8.078024 0.0173 -0.0108 -0.0318
H 1.526891 2.334760 10.009830 0.0043 -0.0079 -0.0211
H 2.367738 2.849001 12.317674 0.0082 0.0040 0.0105
H 4.636410 3.829256 12.561398 -0.0230 -0.0115 0.0115
N -6.640025 -0.483600 2.977121 -0.1094 0.0096 -0.0022
C -7.193992 -0.590069 1.773214 0.0401 0.0028 -0.0114
C -8.519844 -0.943234 1.566149 -0.0098 -0.0073 0.0194
C -9.312272 -1.202498 2.672763 -0.0068 -0.0022 -0.0002
C -8.747814 -1.097626 3.933748 -0.0053 -0.0028 -0.0237
C -7.411811 -0.734964 4.030414 0.0363 0.0079 0.0192
H -6.539350 -0.383280 0.932765 -0.0206 -0.0022 -0.0132
H -8.916833 -1.013099 0.562490 0.0090 0.0004 -0.0081
H -10.351451 -1.482329 2.554447 -0.0028 -0.0004 -0.0002
H -9.327199 -1.292294 4.826003 0.0066 0.0025 0.0105
H -6.932661 -0.640875 4.998999 -0.0193 -0.0075 0.0104
N 0.444493 -0.399679 -9.217418 -0.0388 0.1534 -0.1539
C -0.058456 0.824189 -9.373428 0.0145 -0.0026 0.0566
C -0.550423 1.310837 -10.575192 -0.1093 -0.1534 -0.0234
C -0.520841 0.473477 -11.678456 0.0133 -0.0106 -0.0078
C -0.002134 -0.804248 -11.534776 -0.0072 0.0341 -0.0054
C 0.464945 -1.190346 -10.287819 0.0268 -0.0494 0.0530
H -0.061404 1.452254 -8.487886 -0.0145 0.0219 -0.0198
H -0.936447 2.315451 -10.639508 0.0474 0.0558 0.0095
H -0.893482 0.812703 -12.636570 -0.0024 0.0005 -0.0024
H 0.041407 -1.490009 -12.369985 0.0022 -0.0111 0.0039
H 0.876162 -2.183067 -10.133764 -0.0074 -0.0031 -0.0234
N 1.080300 4.072688 -10.634148 0.1228 0.1041 -0.0162
C 2.221162 3.457556 -10.327379 -0.0477 -0.0380 -0.0005
C 3.460078 4.080614 -10.347859 0.0093 0.0204 -0.0116
C 3.522787 5.415330 -10.711699 0.0055 0.0037 -0.0025
C 2.345766 6.069328 -11.038266 0.0240 -0.0154 0.0064
C 1.158536 5.356135 -10.982127 -0.0877 -0.0144 0.0126
H 2.137770 2.411886 -10.051926 0.0083 -0.0110 0.0070
H 4.351271 3.528478 -10.083477 -0.0040 -0.0132 0.0067
H 4.470826 5.936700 -10.739523 0.0027 0.0014 0.0029
H 2.343955 7.111024 -11.328091 -0.0135 0.0053 -0.0003
H 0.217334 5.837331 -11.225645 0.0139 0.0238 -0.0063
```
Positions in Å, forces in eV/Å.